1:
This record from the Open Molecules 2025 dataset describes a single C3H4F2O molecule. The level of theory is wB97M-V/def2-TZVPD.

Values from the calculation:
- Highest occupied orbital energy: -0.384 hartree
- Kohn-Sham gap: 11.429 eV
- M: 94.06 g mol⁻¹
- Structure (SMILES): FC(F)[C@H]1CO1

ORCA input file:
```
! wB97M-V def2-TZVPD RIJCOSX def2/J DEFGRID3
* xyz 0 1
F -1.722 -0.696 -0.279
C -0.962 0.416 0.373
F -0.983 1.445 -0.453
C 0.371 -0.187 0.722
C 0.978 -0.382 -0.840
O 1.526 0.705 0.148
H -1.731 0.588 1.439
H 0.604 -0.924 1.657
H 0.228 0.166 -1.486
H 1.693 -1.130 -1.280
*
```


2:
This record from the Open Molecules 2025 dataset describes a single C3H4F2O molecule. The level of theory is wB97M-V/def2-TZVPD.

Values from the calculation:
- Highest occupied orbital energy (alpha / beta): -0.329 / -0.340 hartree
- Kohn-Sham gap (alpha / beta): 8.407 / 9.040 eV
- M: 94.06 g mol⁻¹
- Structure (SMILES): OCC=C(F)F

ORCA input file:
```
! wB97M-V def2-TZVPD RIJCOSX def2/J DEFGRID3
* xyz 0 1
O 0.973 0.794 0.009
C -0.116 0.093 -0.491
C -0.765 -1.002 0.368
C -0.474 -2.752 -0.023
F -1.338 -3.592 0.495
F -0.291 -2.891 -1.297
H 0.785 1.023 0.935
H 0.047 -0.654 -1.364
H -0.969 0.806 -0.764
H -0.714 -0.895 1.486
*
```


The structure shown above that is least stable: 2.